The following is a quantum chemistry calculation of a molecular structure, C36H32AlN5O6P at a distorted geometry, from OMol25.

```
81
Properties=species:S:1:pos:R:3:forces:R:3
Al -0.041 0.202 1.123 -0.386 -0.214 0.074
O 1.532 0.947 0.277 0.220 0.403 -0.164
C 1.846 2.151 0.222 0.295 1.033 0.787
C 1.174 3.241 0.938 -0.006 -0.619 -0.591
C 1.454 4.612 0.635 -0.959 -0.915 0.204
C 0.628 5.573 1.232 1.041 -0.410 -0.925
C -0.271 5.231 2.226 -0.295 1.504 0.854
C -0.431 3.958 2.608 0.412 -1.874 -1.134
C 0.172 2.887 1.893 0.528 0.365 0.641
O -0.088 1.651 2.234 0.116 0.484 -0.018
N 0.703 6.958 0.743 1.127 -1.135 -0.620
O 1.605 7.077 -0.071 -0.201 1.206 -0.093
O -0.083 7.799 1.094 -0.078 -0.038 0.232
H 2.759 2.408 -0.358 -0.509 -0.064 0.080
H 2.237 4.770 -0.116 -0.553 0.528 0.427
H -0.805 5.990 2.812 0.243 -0.048 -0.679
H -1.100 3.695 3.360 -1.026 -0.367 1.263
O -2.507 -0.265 2.492 0.965 -0.294 -0.890
C -1.787 -0.757 1.596 -0.494 1.272 1.921
C -2.339 -1.921 0.882 2.235 -0.061 -2.361
C -3.611 -2.302 1.111 -1.638 -1.188 -0.158
C -4.212 -3.305 0.323 -0.658 0.427 0.896
C -3.472 -3.880 -0.679 -0.393 -0.728 -0.520
C -2.167 -3.512 -0.934 0.957 0.425 0.319
C -1.573 -2.494 -0.208 -1.012 0.111 1.463
P 0.008 -1.697 -0.620 -0.174 -0.030 -0.099
C -0.422 -1.152 -2.277 0.473 -0.556 -1.362
C 0.197 -1.504 -3.432 -0.106 0.338 1.193
C -0.090 -0.767 -4.694 -0.038 -1.659 2.105
C -0.997 0.180 -4.760 -0.419 1.360 -1.855
C -1.838 0.604 -3.605 0.128 0.772 0.628
C -1.443 -0.065 -2.267 1.725 0.720 -0.385
C 1.391 -2.843 -0.820 2.576 0.418 -0.255
C 2.728 -2.338 -0.985 -1.446 0.446 -0.579
C 3.829 -3.183 -1.077 0.205 1.923 -0.262
C 3.669 -4.512 -0.819 1.879 -2.045 0.577
C 2.406 -5.044 -0.648 1.243 -0.548 -0.042
C 1.319 -4.212 -0.694 -1.207 -0.271 0.463
H -4.134 -1.795 1.905 -0.209 -0.032 0.113
H -5.254 -3.622 0.540 0.886 0.279 -0.329
H -3.880 -4.640 -1.335 -0.241 -0.104 0.237
H -1.578 -4.071 -1.641 -0.067 0.090 -0.521
H 0.962 -2.304 -3.391 -0.440 0.670 -0.273
H 0.366 -1.190 -5.535 0.722 -0.031 -1.355
H -1.135 0.596 -5.795 -0.289 -0.084 1.295
H -2.891 0.518 -3.806 -0.502 -0.462 -0.489
H -2.329 -0.258 -1.672 0.031 -0.251 0.204
H 2.889 -1.262 -1.121 -0.144 -0.314 0.047
H 4.776 -2.706 -1.382 -0.356 -0.573 0.567
H 4.573 -5.193 -0.636 -1.373 1.091 -0.743
H 2.409 -6.124 -0.487 -0.768 0.363 0.082
H 0.364 -4.606 -0.454 -0.827 -0.584 -0.048
C 3.958 -1.815 4.784 -0.174 1.069 -1.454
N 2.853 -1.635 3.790 0.551 -0.183 -0.456
C 2.483 -2.801 2.984 0.624 -1.094 0.997
C 1.268 -2.286 2.282 0.815 1.479 0.283
O 0.446 -2.893 1.683 -0.853 -0.894 -0.116
N 1.267 -0.876 2.422 -1.667 -0.526 -2.071
C 2.207 -0.545 3.250 1.853 -0.936 2.126
N 2.492 0.737 3.573 -0.899 0.395 1.098
H 4.018 -2.900 4.987 0.080 0.801 0.041
H 3.705 -1.236 5.664 0.039 -0.191 0.399
H 4.915 -1.402 4.369 -0.664 -0.650 0.373
H 2.192 -3.667 3.652 0.433 0.851 -0.818
H 3.331 -3.118 2.283 -1.266 0.386 0.716
H 1.613 1.300 3.521 1.073 -0.308 -0.091
H 3.001 0.864 4.465 -0.388 -0.082 -0.931
C -3.737 3.305 -3.398 -0.101 0.310 0.885
C -2.942 2.587 -2.357 0.630 0.317 -0.367
C -1.641 1.992 -2.889 0.047 0.088 1.249
C -0.831 1.306 -1.759 -1.384 -0.758 0.891
N -1.206 1.396 -0.335 0.279 0.583 -0.343
C -2.318 1.969 -0.058 0.191 -0.730 -0.170
C -3.226 2.548 -1.048 -0.598 0.084 0.415
H -3.894 2.680 -4.237 -0.048 -0.651 -1.072
H -3.194 4.187 -3.723 0.245 0.076 -0.122
H -4.708 3.645 -3.075 -0.305 0.033 0.397
H -1.010 2.745 -3.325 -0.137 0.453 -0.871
H 0.227 1.572 -1.782 0.018 -0.883 -0.576
H -2.610 1.900 0.983 -0.217 0.261 0.151
H -4.178 2.923 -0.632 0.633 -0.026 -0.488
```
Forces are in eV/Å.

Values from the calculation:
multiplicity: 1
LUMO level: -3.476 eV
net charge: +1
HOMO level: -9.984 eV
molar mass: 688.637 g mol⁻¹
energy above the lowest of the compared OMol25 structures with the same formula, charge and spin: 184.1 kJ/mol

Löwdin atomic charges, in units of e:
1 Al 0.10
2 O 0.01
3 C -0.08
4 C -0.09
5 C 0.09
6 C -0.13
7 C 0.01
8 C 0.02
9 C -0.28
10 O -0.02
11 N -0.36
12 O 0.07
13 O 0.12
14 H 0.16
15 H 0.14
16 H 0.15
17 H 0.12
18 O -0.01
19 C -0.31
20 C -0.22
21 C -0.02
22 C -0.04
23 C -0.08
24 C -0.08
25 C -0.27
26 P 1.14
27 C -0.30
28 C -0.03
29 C -0.07
30 C -0.04
31 C -0.16
32 C -0.17
33 C -0.34
34 C -0.08
35 C -0.10
36 C -0.11
37 C -0.07
38 C -0.10
39 H 0.12
40 H 0.12
41 H 0.11
42 H 0.11
43 H 0.11
44 H 0.09
45 H 0.13
46 H 0.14
47 H 0.15
48 H 0.11
49 H 0.12
50 H 0.14
51 H 0.12
52 H 0.09
53 C 0.00
54 N -0.08
55 C -0.03
56 C -0.42
57 O 0.08
58 N 0.17
59 C -0.37
60 N 0.22
61 H 0.10
62 H 0.08
63 H 0.11
64 H 0.16
65 H 0.17
66 H 0.12
67 H 0.13
68 C -0.02
69 C -0.21
70 C -0.13
71 C -0.17
72 N 0.07
73 C -0.06
74 C 0.02
75 H 0.07
76 H 0.10
77 H 0.09
78 H 0.15
79 H 0.15
80 H 0.13
81 H 0.13

***

The following is a quantum chemistry calculation of a single C4H7NO2 molecule, from OMol25.

```
14
Properties=species:S:1:pos:R:3:forces:R:3
H -1.938 0.513 -1.654 0.146 0.272 -0.004
N -0.933 0.534 -1.844 0.136 0.194 0.299
C -0.273 0.789 -0.808 -0.081 0.390 -0.336
C 1.232 0.749 -0.613 -0.003 0.156 -0.322
O 1.371 0.398 0.762 -0.051 -0.033 -0.040
C 0.051 0.102 1.161 -0.187 -0.620 0.040
C -0.428 -1.286 0.668 0.085 -0.186 0.414
O -0.757 1.055 0.469 -0.160 -0.264 -0.538
H 1.777 0.051 -1.254 -0.305 0.085 -0.015
H 1.592 1.766 -0.777 0.270 -0.052 0.045
H -0.016 0.234 2.246 -0.172 0.063 -0.341
H -1.500 -1.250 0.429 0.283 -0.006 0.297
H -0.256 -2.007 1.454 0.000 -0.337 0.142
H 0.079 -1.648 -0.239 0.037 0.338 0.361
```
Forces are in eV/Å.

Values from the calculation:
multiplicity: 1
LUMO level: 0.954 eV
net charge: 0
HOMO level: -10.414 eV
molar mass: 101.105 g mol⁻¹
energy above the lowest of the compared OMol25 structures with the same formula, charge and spin: 175.4 kJ/mol

Löwdin atomic charges, in units of e:
1 H 0.08
2 N 0.19
3 C -0.45
4 C -0.10
5 O -0.06
6 C -0.37
7 C -0.01
8 O 0.02
9 H 0.13
10 H 0.13
11 H 0.16
12 H 0.09
13 H 0.08
14 H 0.09